Entry 1:
{
  "formula": "ClH14O7",
  "method": "the ωB97M-V functional and the def2-TZVPD basis",
  "total_charge": -1,
  "energy_ha": -995.37496,
  "homo_ev": -6.621,
  "de_lowest_ev": 1.0088,
  "lumo_ev": 3.2,
  "homo_lumo_gap_ev": 9.871,
  "fmax_ev_per_a": 3.72,
  "species": ["Cl", "O", "H", "H", "O", "H", "H", "O", "H", "H", "O", "H", "H", "O", "H", "H", "O", "H", "H", "O", "H", "H"],
  "coordinates": [[-0.381, 0.008, -0.396], [2.165, -1.742, -2.076], [2.532, -2.523, -2.360], [1.422, -2.049, -1.499], [1.174, 2.272, -1.997], [1.726, 1.914, -2.704], [0.857, 1.549, -1.466], [1.350, -2.180, 1.010], [2.240, -1.888, 0.894], [0.916, -1.439, 0.576], [1.098, 0.963, 2.153], [0.533, 0.335, 2.547], [0.536, 0.760, 1.414], [-2.151, 1.236, -2.681], [-1.733, 0.859, -3.449], [-1.677, 0.848, -1.937], [-0.870, -0.701, 2.890], [-0.935, -1.221, 2.092], [-1.412, 0.055, 2.717], [-2.724, 0.777, 1.619], [-2.409, 1.624, 1.860], [-2.257, 0.544, 0.794]],
  "forces_ev_per_a": [[-0.29, -0.26, -0.16], [-2.18, 2.13, 1.61], [1.51, -2.80, -1.13], [0.71, 0.72, -0.49], [0.62, 1.12, -0.86], [-0.27, -0.18, 0.43], [-0.26, -0.86, 0.37], [-0.42, -0.57, -0.09], [1.31, 0.05, 0.20], [-0.87, 0.39, -0.12], [0.92, 1.17, -0.29], [-0.46, -1.86, 3.19], [0.24, 1.11, -2.73], [-0.69, 0.32, -0.12], [0.27, -0.14, -0.29], [0.28, -0.11, 0.27], [0.80, -0.98, 1.13], [0.02, -0.26, -0.40], [-1.04, 0.52, -0.33], [-0.82, -1.16, -0.37], [0.48, 1.51, 0.09], [0.13, 0.14, 0.10]],
  "nbo_charge": [-0.88, -0.94, 0.45, 0.49, -0.97, 0.46, 0.50, -0.97, 0.46, 0.49, -0.99, 0.47, 0.47, -0.97, 0.45, 0.49, -0.96, 0.48, 0.48, -0.97, 0.47, 0.51]
}


Entry 2:
{
  "formula": "C5H9ClO2S",
  "method": "the ωB97M-V functional and the def2-TZVPD basis",
  "total_charge": 0,
  "energy_ha": -1204.68004,
  "homo_ev": -9.211,
  "de_lowest_ev": 1.8696,
  "lumo_ev": 0.5,
  "homo_lumo_gap_ev": 9.735,
  "fmax_ev_per_a": 3.59,
  "species": ["C", "C", "C", "C", "C", "O", "O", "S", "Cl", "H", "H", "H", "H", "H", "H", "H", "H", "H"],
  "coordinates": [[1.352, -0.305, -0.288], [2.457, 0.081, 0.597], [-1.053, -1.057, -0.449], [-0.339, 0.486, 1.400], [-0.069, 0.098, -0.082], [3.612, 0.907, -1.773], [2.160, 0.500, 1.802], [2.466, 1.171, -0.908], [4.006, -0.982, 0.546], [1.485, -1.226, -0.813], [-1.054, -1.714, 0.370], [-0.692, -1.659, -1.264], [-2.118, -0.847, -0.855], [-0.030, -0.300, 2.005], [-1.380, 0.674, 1.443], [0.218, 1.440, 1.530], [-0.325, 0.976, -0.693], [3.022, 0.831, 2.157]],
  "forces_ev_per_a": [[1.11, 0.24, -1.06], [0.90, -1.44, -1.69], [-0.64, 0.78, -1.84], [0.34, 2.24, -2.79], [-2.01, 0.13, 0.53], [0.27, -0.28, -0.58], [2.06, 1.02, 2.11], [-0.64, -0.16, 0.81], [-1.37, 0.66, 0.06], [0.33, -0.39, -0.39], [-0.56, -0.96, 1.25], [0.63, -0.22, -0.56], [1.67, 0.38, 1.36], [0.45, -1.07, 1.45], [-1.11, 0.14, 0.48], [-0.67, -0.80, 0.68], [0.25, -0.18, 0.04], [-1.02, -0.08, 0.14]],
  "nbo_charge": [-0.39, 0.13, -0.61, -0.59, -0.24, -0.92, -0.67, 1.12, -0.09, 0.26, 0.20, 0.21, 0.23, 0.21, 0.21, 0.21, 0.22, 0.50]
}


Entry 3:
{
  "formula": "C16H15N3O2S",
  "method": "the ωB97M-V functional and the def2-TZVPD basis",
  "total_charge": 0,
  "energy_ha": -1331.07425,
  "homo_ev": -8.329,
  "de_lowest_ev": 16.9815,
  "lumo_ev": -1.0,
  "homo_lumo_gap_ev": 7.339,
  "fmax_ev_per_a": 19.86,
  "species": ["C", "H", "O", "C", "C", "C", "C", "C", "C", "H", "H", "C", "C", "C", "O", "N", "C", "N", "C", "N", "C", "C", "C", "C", "H", "H", "H", "H", "H", "S", "H", "H", "H", "H", "H", "H", "H"],
  "coordinates": [[0.432, 5.373, 4.346], [-0.533, 4.868, 4.616], [1.392, 4.418, 3.741], [0.959, 3.627, 2.850], [1.759, 2.770, 2.468], [1.709, 1.833, 1.606], [0.505, 1.761, 1.041], [-0.478, 2.833, 1.133], [-0.236, 3.753, 2.183], [-1.050, 4.309, 2.476], [-1.206, 2.822, 0.669], [0.287, 1.060, -0.294], [0.838, -0.020, -0.799], [0.665, -0.905, -1.892], [-0.608, -0.752, -2.428], [1.582, -1.802, -2.179], [1.262, -2.824, -3.210], [0.180, -3.382, -3.310], [-0.731, -3.545, -2.586], [-0.346, -3.346, -1.094], [-1.402, -3.402, -0.267], [-2.488, -3.881, -0.365], [-2.874, -4.155, -1.830], [-1.926, -4.010, -2.679], [-2.247, -3.965, -4.083], [-3.990, -4.537, -2.146], [-3.533, -4.078, 0.364], [-0.902, -3.266, 0.662], [0.081, -3.865, -4.140], [2.622, -3.180, -4.260], [2.585, -1.515, -2.194], [1.984, -0.091, -0.492], [-0.713, 0.941, -0.699], [2.414, 1.142, 1.287], [2.876, 2.769, 3.089], [0.323, 6.143, 3.429], [0.808, 6.098, 4.987]],
  "forces_ev_per_a": [[-0.89, 0.04, -5.48], [1.06, 0.67, -0.09], [0.51, 4.37, 5.91], [-7.05, 4.91, 0.10], [13.54, -3.79, 3.90], [-1.57, -3.06, -2.64], [-4.23, 1.47, -6.74], [14.67, -0.88, 10.88], [-1.01, -2.49, -2.37], [-1.27, 1.85, 0.58], [-12.61, -0.17, -8.16], [-2.96, -1.98, 1.57], [8.19, 0.37, 1.37], [-9.61, 2.93, -1.50], [6.27, -1.90, 1.43], [0.46, -2.44, -2.94], [11.70, 5.22, 0.40], [3.34, -0.96, -8.68], [-4.92, 0.52, 18.37], [-1.57, -0.04, -5.71], [14.23, 3.90, 3.21], [-18.28, -6.34, -4.47], [-5.23, -1.42, 5.85], [-3.00, -0.45, -10.76], [0.59, -0.67, 3.94], [3.16, 1.13, 0.95], [3.98, 0.88, -1.65], [-0.49, 0.67, 1.59], [0.12, -1.28, -2.79], [-2.24, 0.43, 1.47], [-1.22, -0.56, 0.11], [-1.82, -0.36, 0.08], [-0.88, 1.63, 0.07], [1.66, -0.91, 0.03], [-3.15, 0.40, -1.55], [-0.88, -1.68, 1.65], [1.40, 0.02, 2.07]],
  "nbo_charge": [-0.28, 0.20, -0.48, 0.33, -0.21, -0.20, -0.08, -0.09, -0.29, 0.21, 0.15, -0.09, -0.27, 0.62, -0.67, -0.61, 0.40, -0.58, 0.37, -0.43, -0.06, -0.23, -0.14, -0.20, 0.12, 0.25, 0.24, 0.21, 0.43, -0.23, 0.45, 0.13, 0.22, 0.23, 0.19, 0.18, 0.21]
}